C11H12NO6Ti as an isolated structure. Source: the Open Molecules 2025 dataset; level of theory: ωB97M-V/def2-TZVPD.

Charge ... +3
Gap between HOMO and LUMO ... 4.88 eV
Spin multiplicity ... 1
E_HOMO ... -20.5824 eV
Maximum force ... 10.1 eV Å⁻¹
Energy ... -1780.750566 hartree

XYZ file:
```
31
C11H12NO6Ti, DFT ωB97M-V/def2-TZVPD
O -2.5413 -5.5945 -2.6272
C -1.4676 -5.2233 -2.5502
Ti -0.0225 -0.4371 -2.6229
O 2.1415 -2.5177 -1.7604
C 1.3688 -1.6794 -2.0415
C 1.9190 1.3283 -2.7509
O 2.7595 2.0963 -2.8039
C -0.2609 2.3009 -4.7454
O -0.8869 2.3371 -5.6762
C 0.9406 -1.3478 -4.4496
O 1.6124 -2.0496 -5.0923
H -0.6229 -1.8974 -2.2938
O -0.4889 0.0315 -0.8126
C -0.4291 -0.0025 0.4799
C 0.9231 -0.0137 1.2119
C 1.1045 1.3408 1.8504
C 0.4506 1.4253 3.2342
C -1.0702 1.4188 3.1772
C -1.6632 0.1223 2.6084
N -1.5568 -0.0272 1.1712
H 0.8744 -0.8458 1.9483
H 1.7051 -0.2354 0.4671
H 2.1756 1.5222 1.9492
H 0.6895 2.1374 1.2029
H 0.7966 0.5895 3.8623
H 0.7718 2.3561 3.7117
H -1.4655 1.5247 4.1955
H -1.4459 2.2776 2.5955
H -1.1930 -0.7379 3.1069
H -2.7280 0.0868 2.8396
H -2.3902 -0.2863 0.6148
```

---

One molecule with the formula C11H12NP. Source: the Open Molecules 2025 dataset; level of theory: ωB97M-V/def2-TZVPD.

Gap between HOMO and LUMO (spin up / spin down) ... 6.93 / 6.58 eV
Spin multiplicity ... 1
E_HOMO (spin up / spin down) ... -6.6883 / -6.5840 eV
Maximum force ... 4.4 eV Å⁻¹
Energy ... -822.335819 hartree
ΔE to the lowest compared entry with this formula, charge and spin ... 52.5 kcal per mole

XYZ file:
```
25
C11H12NP, DFT ωB97M-V/def2-TZVPD
C 0.6733 1.4184 -3.8428
C -0.2660 1.8265 -2.8993
C 1.8518 0.7660 -3.5096
C -0.0665 -1.3066 3.1186
C -1.1145 -1.6063 2.0556
C 0.1198 1.7826 -1.5159
C 2.1011 0.4683 -2.1451
C 0.8827 -0.4827 2.5820
C -0.5860 -0.7994 0.9686
C 1.2486 1.0045 -1.1655
C -2.5128 -1.2671 2.5223
N 0.5354 -0.0995 1.2617
P 1.7767 0.8146 0.5961
H 0.3970 1.2924 -4.8889
H -0.9590 2.5790 -3.2686
H 2.4044 0.2850 -4.3433
H -0.0632 -1.7830 4.1256
H -1.2744 -2.6090 1.7829
H -0.5537 2.0494 -0.7912
H 3.1239 0.2313 -1.7617
H 1.7857 -0.1884 3.1268
H -0.9246 -0.7578 -0.0524
H -2.4372 -0.5153 3.3648
H -3.2192 -0.9462 1.7664
H -2.9235 -2.1568 2.9130
```

---

C11H12O2 as an isolated structure. Source: the Open Molecules 2025 dataset; level of theory: ωB97M-V/def2-TZVPD.

Gap between HOMO and LUMO ... 9.30 eV
Spin multiplicity ... 1
E_HOMO ... -8.8669 eV
Maximum force ... 5.8 eV Å⁻¹
Energy ... -576.464831 hartree
ΔE to the lowest compared entry with this formula, charge and spin ... 245.3 kcal per mole

XYZ file:
```
25
C11H12O2, DFT ωB97M-V/def2-TZVPD
C 4.3580 -0.0148 -0.2167
C 2.8132 -0.0389 -0.2502
C 2.3585 1.3023 -0.3445
C 0.9780 1.5665 -0.0043
C -0.1176 0.4596 0.0195
C -2.4539 -0.1915 0.5075
C -3.7579 0.3032 0.6285
C -4.7932 -0.0635 -0.0382
C -5.7380 -0.7716 -0.6587
C 0.4689 -0.7433 -0.2464
C 1.9271 -1.1391 -0.2261
H 4.0959 -0.9157 1.3704
H 4.8328 0.1439 -1.3421
H 4.6864 0.8925 0.3062
H 2.9731 2.2380 -0.3452
H 0.6963 2.6815 -0.1812
H -2.6529 -0.9752 -0.3224
H -1.8897 -0.2360 1.5479
H -4.0902 0.6132 1.6872
H -5.8358 -1.9904 -0.0694
H -6.9262 -0.3792 -1.3378
H -0.3242 -1.3415 -0.1253
H 2.3321 -2.1826 -0.3421
O 4.8053 -1.1590 0.4532
O -1.5748 0.8388 0.0632
```

---

C11H13AlB4BeBr3F3MgN3O27PS as an isolated structure. Source: the Open Molecules 2025 dataset; level of theory: ωB97M-V/def2-TZVPD.

Gap between HOMO and LUMO ... 0.79 eV
Spin multiplicity ... 1
E_HOMO ... -8.5847 eV
Maximum force ... 8.8 eV Å⁻¹
Energy ... -11940.086178 hartree

XYZ file:
```
69
C11H13AlB4BeBr3F3MgN3O27PS, DFT ωB97M-V/def2-TZVPD
O 0.2972 1.6863 1.4108
N 0.0558 1.0146 0.4182
O 0.7434 -0.1402 0.4749
B 2.0449 0.1432 -0.1613
O 3.3242 -0.0824 0.5989
B 3.7875 1.3246 0.8617
O 4.0877 2.1330 -0.3547
B 2.9474 1.9870 -1.2843
Br 2.1953 3.5858 -2.2881
O 2.2272 0.6902 -1.5435
H 3.8401 1.7202 1.9703
Al 6.2232 0.9295 -0.0896
N 5.2681 -1.4942 -2.9581
O 5.4690 -2.0712 -1.8765
O 5.5275 -0.2851 -3.0746
O 4.8077 -2.1264 -3.9232
C 6.4123 3.6681 3.8464
O 5.8219 2.6830 3.4221
N 7.1748 4.5315 3.0882
C 7.8440 5.6784 3.6659
C 7.3119 4.2849 1.6678
H 6.3750 3.9477 4.9119
H 7.4736 6.5861 3.1805
H 8.9203 5.5840 3.4941
H 7.6567 5.7445 4.7411
H 6.3194 4.2947 1.2072
H 7.7591 3.2974 1.5193
H 7.9415 5.0480 1.2020
C -1.0171 4.1042 -1.0767
O -2.0789 3.4846 -0.8268
O -0.3537 4.3696 0.0396
O -0.5161 4.4885 -2.1571
H -1.0427 3.9315 0.5793
Br -2.2710 0.9125 0.9681
C -3.6640 -0.1767 0.1452
C -4.2063 -1.1975 1.1181
Br -2.9725 -2.6933 1.3328
H -3.2318 -0.6211 -0.7552
H -4.4450 0.5326 -0.1438
H -5.1285 -1.6434 0.7348
H -4.3919 -0.7913 2.1160
C -2.1775 7.0356 -5.2745
F -3.1130 6.0497 -5.4608
F -0.9933 6.3848 -5.0372
F -2.0297 7.6439 -6.4952
S -2.6388 8.2310 -3.9142
O -2.7536 7.4162 -2.6968
O -3.9153 8.8275 -4.3312
O -1.5395 9.2040 -3.8553
O -3.2181 -3.3960 -1.9141
P -3.0601 -4.9008 -2.1869
O -1.6150 -5.3279 -1.8818
O -3.3797 -5.1900 -3.6629
O -4.0278 -5.6895 -1.2895
Mg -0.1260 -1.6069 -0.1806
Be 2.0114 4.3441 -4.7466
B -5.5364 -9.0837 2.0553
O -4.2493 -8.3958 1.9122
C -4.5213 -7.0951 1.7372
O -3.6708 -6.2332 1.5855
C -5.9454 -6.8858 1.7577
O -6.5161 -5.8152 1.6263
O -6.5749 -8.0543 1.9456
O -5.7013 -10.1081 1.0191
C -5.8627 -11.2786 1.6520
O -6.0259 -12.3463 1.0840
C -5.8124 -11.0756 3.0763
O -5.9253 -11.9407 3.9296
O -5.6192 -9.7767 3.3449
```

---

C11H13Br27ClOP as an isolated structure. Source: the Open Molecules 2025 dataset; level of theory: ωB97M-V/def2-TZVPD.

Gap between HOMO and LUMO ... 8.73 eV
Spin multiplicity ... 1
E_HOMO ... -9.0475 eV
Maximum force ... 4.4 eV Å⁻¹
Energy ... -70801.941470 hartree

XYZ file:
```
54
C11H13Br27ClOP, DFT ωB97M-V/def2-TZVPD
O 1.9544 -1.9419 -2.9083
C 3.1157 -1.6137 -3.1790
Cl 3.4930 -0.7836 -4.7592
C 4.3734 -1.8322 -2.1886
P 4.3317 -0.3175 -0.9975
H 5.3147 -1.8271 -2.8319
H 4.3151 -2.8214 -1.6311
H 3.5698 0.7255 -1.6624
H 3.4652 -0.7802 0.0620
C -0.0413 0.7502 -5.8811
Br 1.3431 0.9450 -7.2243
Br 0.3844 1.7257 -4.2606
Br -1.7889 1.2293 -6.5729
H -0.0820 -0.3048 -5.6161
C -5.0316 1.1763 -4.1536
Br -6.5494 1.2092 -5.3603
Br -4.5852 2.9491 -3.5077
Br -5.2959 -0.0774 -2.6977
H -4.1766 0.8225 -4.7268
C -7.3075 3.6593 0.1593
Br -6.8404 5.4478 -0.4257
Br -7.7312 2.4997 -1.3344
Br -5.9369 2.8934 1.2982
H -8.2096 3.7467 0.7612
C -4.4106 0.6686 4.1029
Br -3.1170 2.0855 4.3838
Br -3.5680 -1.0777 4.0632
Br -5.8538 0.7429 5.3950
H -4.8531 0.8306 3.1219
C 4.9880 2.3602 2.6748
Br 4.1774 1.8994 0.9734
Br 4.6442 1.0119 4.0250
Br 6.8818 2.7316 2.4931
H 4.5144 3.2790 3.0144
C 4.6732 3.6590 -8.3203
Br 3.3329 4.9799 -7.8538
Br 5.6730 3.0669 -6.7681
Br 3.9054 2.1677 -9.2929
H 5.3806 4.1450 -8.9890
C -5.5570 -4.2971 4.5226
Br -5.3406 -5.0750 2.7587
Br -7.3097 -3.5003 4.7484
Br -5.1587 -5.5735 5.9262
H -4.8292 -3.4930 4.6067
C -3.7449 -9.8609 5.1678
Br -4.9891 -11.2824 4.7303
Br -4.0055 -8.3038 4.0433
Br -3.8052 -9.4048 7.0522
H -2.7453 -10.2386 4.9634
C 9.9287 4.2129 5.6175
Br 9.2122 5.4053 4.2664
Br 9.3312 4.6980 7.3970
Br 9.5500 2.3547 5.2124
H 11.0105 4.3281 5.6022
```

---

A 2-piece molecular cluster, C11H13Br2Cl2N2O5 overall. Source: the Open Molecules 2025 dataset; level of theory: ωB97M-V/def2-TZVPD.

Charge ... -1
Gap between HOMO and LUMO ... 6.45 eV
Spin multiplicity ... 1
E_HOMO ... -4.5238 eV
Maximum force ... 4.0 eV Å⁻¹
Energy ... -6980.916695 hartree

XYZ file:
```
35
C11H13Br2Cl2N2O5, DFT ωB97M-V/def2-TZVPD
C -2.4206 -2.4711 -0.6236
C -1.2988 -1.5951 0.1632
C -0.3876 -0.8234 -0.8958
C 0.6303 -1.9929 -1.3977
O 0.5566 -3.2217 -1.2646
N 1.6908 -1.2037 -1.9896
C 1.6090 0.2365 -1.7314
Cl 3.2032 1.1924 -1.6127
C 0.9142 1.0315 -2.9712
C 1.4545 0.4917 -4.3967
O 2.6527 0.1608 -4.5838
C 0.7167 0.2338 -0.3546
Cl 0.0444 1.9713 -0.4418
C 1.5370 -0.1837 0.9313
Br 3.2566 -1.2168 0.8707
C 1.1054 0.1072 2.2608
C -0.2170 0.9059 2.5973
Br 2.1979 -0.4459 3.8424
H -1.9825 -3.1032 -1.4552
H -3.1640 -1.7097 -1.0605
H -2.9814 -3.0560 0.1730
H -1.9116 -0.9103 0.8487
H -0.6971 -2.2908 0.8428
H -1.1482 -0.4525 -1.6526
H 2.1926 -1.5500 -2.8089
H -0.2119 0.8953 -3.0098
H 1.2134 2.1405 -2.9662
H 0.7793 0.4245 -5.3248
H -1.1600 0.5366 2.0925
H -0.4110 0.8425 3.7265
H -0.0686 2.0139 2.3464
N -1.9241 3.2620 4.9623
O -2.0779 4.2881 5.6502
O -1.8749 2.1413 5.5120
O -1.8174 3.3510 3.7212
```

---

A 2-piece molecular cluster, C11H13ClO2 overall. Source: the Open Molecules 2025 dataset; level of theory: ωB97M-V/def2-TZVPD.

Gap between HOMO and LUMO (spin up / spin down) ... 8.17 / 8.17 eV
Spin multiplicity ... 1
E_HOMO (spin up / spin down) ... -7.9331 / -7.9359 eV
Maximum force ... 3.9 eV Å⁻¹
Energy ... -1037.408923 hartree
ΔE to the lowest compared entry with this formula, charge and spin ... 124.2 kcal per mole

XYZ file:
```
27
C11H13ClO2, DFT ωB97M-V/def2-TZVPD
C -1.2549 4.7458 0.0586
C 0.0973 4.2643 -0.1809
C -2.1989 3.7190 0.1516
C 0.3916 2.9329 -0.1841
C -1.8562 2.3739 0.1233
C -0.6031 1.9169 -0.1121
C -0.1918 0.4476 -0.2292
C -0.6306 -0.5637 0.4430
C 1.8387 -2.2271 1.7400
C 0.0695 -4.6418 -1.4688
C 0.7496 -2.5351 -0.3487
O 1.4743 -3.1000 0.7346
O -0.1825 -3.3146 -0.9226
Cl 1.8749 -1.5869 -1.3975
H -1.4493 5.8304 -0.0498
H 0.7920 5.1004 -0.3841
H -3.2631 3.9759 0.3667
H 1.4934 2.5885 -0.1673
H -2.6122 1.7245 0.4197
H 0.5520 0.2646 -1.0096
H -1.2363 -0.9990 1.1882
H 2.4799 -2.7691 2.4768
H 0.9291 -1.9692 2.2678
H 2.4059 -1.3633 1.4495
H 0.6250 -4.5466 -2.5374
H -0.9034 -5.0309 -1.6310
H 0.6092 -5.2372 -0.7968
```

---

One molecule with the formula C11H13ClOS. Source: the Open Molecules 2025 dataset; level of theory: ωB97M-V/def2-TZVPD.

Gap between HOMO and LUMO ... 9.74 eV
Spin multiplicity ... 1
E_HOMO ... -8.9939 eV
Maximum force ... 4.2 eV Å⁻¹
Energy ... -1360.462000 hartree
ΔE to the lowest compared entry with this formula, charge and spin ... 5.4 kcal per mole

XYZ file:
```
27
C11H13ClOS, DFT ωB97M-V/def2-TZVPD
C -2.6481 -2.5184 1.5548
C -2.0781 -2.4708 0.3318
C -1.9155 -1.9693 2.5972
C -0.8542 -1.8851 0.1307
C -0.7010 -1.2771 2.3902
C -0.1549 -1.2828 1.1448
C 1.6126 1.9610 -0.7829
C 0.3602 1.1499 -1.2809
C 0.7612 1.1886 0.1406
C 3.0614 1.6013 -1.1077
C -0.7744 1.9063 -1.9238
O 1.9969 -1.3620 -0.2485
S 1.4762 -0.5459 0.8015
Cl -0.0274 1.8864 1.5879
H -3.4597 -3.1880 1.7676
H -2.5941 -3.0427 -0.5592
H -2.5007 -1.9649 3.5624
H -0.4853 -1.7749 -0.8751
H -0.1117 -0.7769 3.2409
H 1.4272 3.0190 -0.7921
H 0.5597 0.0545 -1.7457
H 3.2255 0.5356 -1.0048
H 3.7441 2.2751 -0.4029
H 3.2506 2.0016 -2.0758
H -0.3301 2.8512 -2.3923
H -1.5876 2.2037 -1.2646
H -1.2531 1.4242 -2.7942
```